*i*
H4O2 | ωB97M-V with the def2-TZVPD basis set

Geometry (Å):
O  -0.621  -1.960  0.840
O  0.530  1.536  -0.938
H  0.623  2.457  -0.626
H  -0.932  -1.048  0.930
H  0.654  1.040  -0.151
H  -0.255  -2.025  -0.056

Computed properties:
* gap between HOMO and LUMO: 12.3 eV
* SMILES: O.O

*ii*
H4O2 | ωB97M-V with the def2-TZVPD basis set

Geometry (Å):
O  -1.591  -0.338  -0.072
O  1.222  -0.301  -0.137
H  2.017  0.279  -0.180
H  0.956  -0.196  0.733
H  -1.933  0.619  -0.037
H  -0.670  -0.062  -0.307

Computed properties:
* gap between HOMO and LUMO: 11.8 eV
* SMILES: O.O

Which structure is most stable, and how do the rest compare? From most to least stable: *i*, *ii*.

*i*
H4O2 | ωB97M-V with the def2-TZVPD basis set

Geometry (Å):
O  -1.764  -0.251  -0.048
O  1.873  -0.184  -0.184
H  1.135  -0.700  0.253
H  -2.414  0.407  -0.316
H  -0.906  0.217  -0.119
H  2.077  0.510  0.414

Computed properties:
* gap between HOMO and LUMO: 12.5 eV
* SMILES: O.O

*ii*
H4O2 | ωB97M-V with the def2-TZVPD basis set

Geometry (Å):
O  1.445  0.480  -0.061
O  -1.105  -0.416  -0.037
H  -0.814  -1.231  0.365
H  0.548  0.136  0.071
H  1.447  0.865  -0.969
H  -1.522  0.166  0.632

Computed properties:
* gap between HOMO and LUMO: 11.5 eV
* SMILES: O.O

Which structure is most stable, and how do the rest compare? From most to least stable: *ii*, *i*.

*i*
H4O2 | ωB97M-V with the def2-TZVPD basis set

Geometry (Å):
O  1.407  -0.118  -0.031
O  -1.291  0.014  -0.002
H  -1.833  0.761  -0.110
H  0.596  0.357  0.237
H  -1.850  -0.816  0.077
H  2.160  0.533  0.061

Computed properties:
* gap between HOMO and LUMO: 11.5 eV
* SMILES: O.O

*ii*
H4O2 | ωB97M-V with the def2-TZVPD basis set

Geometry (Å):
O  -1.530  -0.083  -0.037
O  1.388  -0.043  -0.090
H  -1.677  0.822  0.327
H  1.793  -0.451  0.645
H  -0.579  -0.286  0.066
H  1.604  0.926  -0.017

Computed properties:
* gap between HOMO and LUMO: 11.5 eV
* SMILES: O.O

*iii*
H4O2 | ωB97M-V with the def2-TZVPD basis set

Geometry (Å):
O  1.549  -0.037  -0.067
O  -1.430  -0.017  -0.140
H  1.299  0.823  0.338
H  0.875  -0.667  0.366
H  -1.718  -0.571  0.620
H  -1.409  0.853  0.328

Computed properties:
* gap between HOMO and LUMO: 11.5 eV
* SMILES: O.O

*iv*
H4O2 | ωB97M-V with the def2-TZVPD basis set

Geometry (Å):
O  -1.775  -0.013  -0.134
O  2.221  -0.036  -0.005
H  1.607  -0.609  -0.468
H  1.846  0.838  -0.090
H  -1.200  -0.438  0.558
H  -2.699  0.258  0.139

Computed properties:
* gap between HOMO and LUMO: 12.3 eV
* SMILES: O.O

Which structure is most stable, and how do the rest compare? From most to least stable: *ii*, *i*, *iv*, *iii*.

*i*
H4O2 | ωB97M-V with the def2-TZVPD basis set

Geometry (Å):
O  2.046  0.146  -0.140
O  -1.426  0.047  -0.122
H  -1.831  0.923  0.129
H  2.123  -0.295  0.684
H  -2.233  -0.515  -0.004
H  1.321  -0.305  -0.547

Computed properties:
* gap between HOMO and LUMO: 11.9 eV
* SMILES: O.O

*ii*
H4O2 | ωB97M-V with the def2-TZVPD basis set

Geometry (Å):
O  1.635  -0.182  -0.197
O  -1.027  -0.113  -0.188
H  0.644  -0.077  -0.285
H  -1.453  -0.764  0.412
H  -1.659  0.615  -0.216
H  1.861  0.521  0.475

Computed properties:
* gap between HOMO and LUMO: 11.0 eV
* SMILES: O.O

Which structure is most stable, and how do the rest compare? From most to least stable: *ii*, *i*.